[1]
13
Properties=species:S:1:pos:R:3 method="wB97M-V/def2-TZVPD" total_charge=-1 largest_force_ev_per_a=2.31 e_above_lowest_ev=2.490 gap_ha=0.216 multiplicity=1 total_energy_ev=-8355.5863
O -2.602 -0.275 -2.106
C -1.641 -0.515 -1.333
C -0.398 0.121 -1.247
C 0.607 -0.381 -0.207
C 0.420 0.369 1.106
O 1.554 0.395 2.051
H -1.747 -1.445 -0.714
H -0.289 1.208 -1.312
H 1.589 -0.121 -0.641
H 0.430 -1.455 -0.104
H -0.227 -0.285 1.705
H 0.073 1.394 1.042
H 2.231 0.989 1.759

=====

[2]
100
Properties=species:S:1:pos:R:3 method="wB97M-V/def2-TZVPD" largest_force_ev_per_a=3.49 gap_ha=0.284 multiplicity=1 total_energy_ev=-128827.5000
C 17.476 17.542 7.375
S 19.175 16.863 7.593
O 20.132 18.088 7.719
C 19.016 16.105 9.259
H 16.801 17.046 8.073
H 17.163 17.342 6.351
H 17.448 18.627 7.472
H 18.624 16.884 9.913
H 19.986 15.741 9.595
H 18.383 15.229 9.113
C 17.546 11.700 13.118
S 19.365 12.133 12.989
O 19.731 11.408 11.684
C 19.439 13.941 12.611
H 16.865 12.062 12.347
H 17.067 11.984 14.056
H 17.434 10.616 13.097
H 19.182 14.486 13.519
H 18.783 14.321 11.829
H 20.473 14.150 12.334
C 14.293 17.024 11.842
S 13.437 16.187 13.250
O 12.121 17.014 13.432
C 12.965 14.593 12.539
H 13.644 16.851 10.984
H 15.285 16.587 11.733
H 14.523 18.084 11.958
H 12.119 14.149 13.063
H 13.822 13.926 12.627
H 12.616 14.701 11.512
C 9.141 9.921 9.307
S 9.135 11.619 9.856
O 8.124 11.618 11.026
C 10.851 11.627 10.544
H 9.833 9.733 8.487
H 8.214 9.491 8.927
H 9.562 9.324 10.116
H 11.343 12.596 10.630
H 11.492 10.979 9.947
H 10.877 11.236 11.561
C 13.028 7.156 9.234
S 12.566 8.280 7.875
O 13.099 9.658 8.200
C 13.718 7.472 6.600
H 12.934 7.794 10.113
H 14.102 6.985 9.159
H 12.488 6.209 9.210
H 13.468 7.764 5.580
H 13.641 6.385 6.619
H 14.738 7.762 6.851
C 18.586 9.031 9.815
S 20.209 8.310 10.412
O 19.745 7.078 11.200
C 20.750 7.559 8.781
H 18.005 9.463 10.630
H 18.050 8.362 9.142
H 18.846 9.911 9.227
H 21.591 6.888 8.956
H 21.191 8.372 8.204
H 19.914 7.062 8.288
C 16.791 9.633 5.656
S 18.205 8.669 5.028
O 19.412 8.801 5.958
C 17.548 6.960 5.331
H 16.836 10.722 5.658
H 16.507 9.480 6.698
H 15.956 9.332 5.023
H 16.483 6.829 5.138
H 17.774 6.630 6.345
H 18.150 6.321 4.685
C 8.384 15.323 8.869
C 8.713 16.735 8.656
O 10.098 16.706 8.472
C 10.617 15.550 9.052
O 11.795 15.271 9.178
O 9.607 14.734 9.328
F 8.439 17.486 9.761
H 7.998 14.864 7.960
H 7.669 15.345 9.691
H 8.152 17.217 7.855
N 14.853 11.731 9.197
C 14.829 13.080 9.532
C 16.125 13.549 9.774
C 16.976 12.390 9.641
C 16.181 11.336 9.185
H 14.016 11.239 8.921
H 13.820 13.441 9.663
H 16.414 14.528 10.129
H 18.049 12.474 9.730
H 16.474 10.331 8.917
N 22.160 12.441 7.531
C 21.957 12.834 8.853
C 20.575 13.105 8.945
C 19.965 13.002 7.687
C 20.946 12.427 6.886
H 23.007 12.040 7.155
H 22.783 12.970 9.535
H 20.129 13.474 9.857
H 18.951 13.232 7.396
H 20.960 11.960 5.912

=====

[3]
28
Properties=species:S:1:pos:R:3 method="wB97M-V/def2-TZVPD" total_charge=-1 largest_force_ev_per_a=4.95 e_above_lowest_ev=0.344 gap_ha=0.158 multiplicity=1 total_energy_ev=-36289.3800
C 0.470 -2.831 -0.021
C 1.172 -2.057 -0.948
C 0.458 -2.564 1.372
C 1.839 -0.950 -0.496
C 1.025 -1.386 1.829
C 1.615 -0.575 0.825
C -0.251 1.050 -1.963
C -0.265 2.452 0.092
C -1.769 0.410 -0.098
C -0.588 1.161 -0.682
N -0.071 1.050 -3.213
O 3.040 1.717 0.294
O 2.111 1.476 2.651
P 2.241 0.995 1.249
S -5.144 1.311 0.659
H -0.057 -3.775 -0.451
H 1.279 -2.460 -2.048
H 0.006 -3.286 1.985
H 2.395 -0.355 -1.038
H 1.070 -1.018 2.817
H 0.341 3.082 -0.440
H 0.458 2.172 0.942
H -1.157 2.851 0.546
H -2.133 -0.183 -0.908
H -2.629 1.027 0.221
H -1.323 -0.117 0.677
H 0.568 0.354 -3.585
H -4.701 0.448 -0.269

=====

[4]
93
Properties=species:S:1:pos:R:3 method="wB97M-V/def2-TZVPD" total_charge=+1 largest_force_ev_per_a=3.70 gap_ha="0.287 / 0.290" multiplicity=5 total_energy_ev=-88752.8255
C -0.573 3.594 -3.238
C -0.609 2.204 -3.286
C 0.630 1.508 -3.115
C 1.841 2.198 -3.110
C 1.849 3.588 -3.088
C 0.639 4.282 -3.120
C 3.120 1.373 -2.980
C 2.935 -0.031 -3.536
C 1.681 -0.623 -3.392
C 1.467 -1.963 -3.802
C 2.541 -2.656 -4.360
C 3.807 -2.075 -4.462
C 4.010 -0.762 -4.033
H -1.513 4.151 -3.296
H 2.808 4.109 -3.043
H 0.637 5.370 -3.072
H 3.918 1.884 -3.530
H 2.385 -3.681 -4.699
H 4.636 -2.645 -4.879
H 4.994 -0.288 -4.080
N 0.654 0.127 -2.762
Pm -0.206 0.052 -0.840
C -1.916 1.444 -3.451
H -1.764 0.519 -4.030
H -2.673 2.069 -3.946
C 0.118 -2.628 -3.628
H -0.662 -2.090 -4.191
H 0.153 -3.671 -3.969
P -2.689 0.952 -1.812
P -0.435 -2.641 -1.865
C 0.895 -3.637 -1.096
H 0.904 -3.429 -0.018
H 0.698 -4.703 -1.264
H 1.874 -3.375 -1.515
C -1.796 -3.847 -1.883
H -1.398 -4.860 -2.029
H -2.304 -3.790 -0.911
H -2.517 -3.603 -2.673
C -3.543 2.511 -1.402
H -4.235 2.801 -2.207
H -4.108 2.371 -0.470
H -2.815 3.318 -1.245
C -4.076 -0.092 -2.372
H -4.739 -0.279 -1.517
H -4.643 0.404 -3.173
H -3.694 -1.057 -2.732
C 3.487 1.150 -1.604
O 2.777 0.864 -0.649
H 4.556 1.289 -1.744
C -0.253 2.964 2.845
C 0.706 2.455 1.783
C 0.757 3.395 0.587
C 2.096 2.201 2.342
O 0.177 1.122 1.260
Si -0.063 -0.310 2.148
O -0.582 -1.264 0.975
O 1.386 -0.733 2.790
C 1.555 -1.856 3.715
C 3.038 -2.207 3.683
C 1.141 -1.426 5.117
C 0.726 -3.057 3.274
O -1.074 0.010 3.398
C -2.529 -0.153 3.400
C -2.866 -1.633 3.269
C -3.002 0.389 4.744
C -3.158 0.634 2.258
H 0.125 3.917 3.247
H -0.344 2.261 3.683
H -1.246 3.151 2.418
H 1.079 4.395 0.914
H 1.480 3.042 -0.156
H -0.227 3.505 0.110
H 2.057 1.579 3.243
H 2.719 1.709 1.585
H 2.562 3.161 2.615
H 3.648 -1.357 4.014
H 3.234 -3.051 4.356
H 3.348 -2.494 2.670
H 0.086 -1.127 5.144
H 1.285 -2.266 5.812
H 1.758 -0.585 5.459
H -0.355 -2.867 3.356
H 0.965 -3.346 2.244
H 0.958 -3.909 3.929
H -2.465 -2.198 4.121
H -3.958 -1.756 3.266
H -2.467 -2.045 2.334
H -2.741 1.449 4.855
H -4.094 0.297 4.815
H -2.557 -0.175 5.574
H -2.825 1.679 2.259
H -2.933 0.174 1.286
H -4.252 0.628 2.379

=====

[5]
66
Properties=species:S:1:pos:R:3 method="wB97M-V/def2-TZVPD" total_charge=+1 largest_force_ev_per_a=3.40 e_above_lowest_ev=3.537 gap_ha=0.228 multiplicity=1 total_energy_ev=-34518.5155
C -1.737 6.123 -1.547
N -0.657 5.197 -1.783
C 0.575 5.803 -2.261
C -0.775 3.862 -1.526
C 0.222 2.938 -1.934
C -0.048 1.575 -1.946
C -1.179 1.010 -1.313
C -1.403 -0.423 -1.363
C -1.971 -1.047 -0.200
C -2.849 -2.156 -0.321
C -3.484 -2.721 0.770
C -3.285 -2.192 2.072
N -3.939 -2.689 3.166
C -3.802 -2.081 4.482
C -5.042 -3.632 3.081
C -2.392 -1.088 2.203
C -1.807 -0.502 1.100
C -2.110 1.949 -0.762
C -1.932 3.316 -0.891
H -2.656 5.785 -2.046
H -1.957 6.217 -0.472
H -1.443 7.090 -1.959
H 1.136 5.110 -2.886
H 0.308 6.700 -2.843
H 1.221 6.099 -1.415
H 1.183 3.270 -2.333
H 0.622 0.898 -2.441
H -1.677 -0.820 -2.369
H -3.031 -2.573 -1.302
H -4.135 -3.583 0.617
H -2.741 -2.023 4.760
H -4.220 -1.057 4.509
H -4.331 -2.723 5.196
H -4.929 -4.292 2.220
H -5.040 -4.241 4.002
H -6.017 -3.113 3.001
H -2.189 -0.694 3.197
H -1.172 0.379 1.251
H -3.003 1.619 -0.221
H -2.657 4.018 -0.477
C 5.159 -2.696 0.237
N 4.428 -1.462 0.333
C 5.159 -0.394 1.007
C 4.391 0.880 0.672
C 3.460 0.525 -0.501
C 3.712 -0.969 -0.836
C 2.465 -1.773 -1.113
C 2.036 -2.856 -0.357
C 0.824 -3.458 -0.663
C -0.039 -2.783 -1.524
N 0.196 -1.486 -1.879
C 1.523 -1.190 -1.987
H 4.546 -3.449 -0.271
H 6.111 -2.578 -0.319
H 5.407 -3.051 1.251
H 5.228 -0.584 2.094
H 6.211 -0.339 0.639
H 3.807 1.202 1.542
H 5.091 1.678 0.407
H 2.426 0.721 -0.207
H 3.676 1.113 -1.396
H 4.389 -1.014 -1.726
H 2.653 -3.172 0.468
H 0.521 -4.387 -0.216
H -0.921 -3.317 -1.913
H 1.885 -0.472 -2.762

=====

[6]
11
Properties=species:S:1:pos:R:3 method="wB97M-V/def2-TZVPD" largest_force_ev_per_a=2.46 e_above_lowest_ev=4.974 gap_ha=0.311 multiplicity=1 total_energy_ev=-17560.2932
C -1.043 0.224 -0.200
C -0.201 2.235 1.010
C -0.159 -0.860 -0.861
N -0.534 1.343 0.274
O 1.124 -0.859 1.731
S 1.404 -0.795 0.245
H -2.113 0.187 -0.221
H 0.097 3.198 0.687
H -0.586 -1.869 -0.748
H 0.207 -0.659 -1.905
H 1.804 -2.145 -0.013